i) {
  "formula": "C3H3NO2S",
  "method": "ωB97M-V/def2-TZVPD",
  "symbols": ["O", "C", "C", "C", "N", "S", "O", "H", "H", "H"],
  "positions_angstrom": [[-2.4512, -1.2137, -0.1823], [-1.4111, -0.5141, -0.0439], [-1.0192, 0.8684, -0.2360], [0.3139, 0.9330, -0.0280], [0.7460, -0.3243, 0.1773], [2.2651, -0.6614, -0.2847], [-0.2698, -1.2615, -0.0775], [-1.6738, 1.6451, -0.3024], [0.7768, 1.8955, 0.1265], [2.7233, -1.3669, 0.8510]],
  "orbital_gap_ha": 0.347,
  "total_charge": 0,
  "smiles": "O=c1ccn(S)o1"
}

***

ii) {
  "formula": "C3H3NO2S",
  "method": "ωB97M-V/def2-TZVPD",
  "symbols": ["O", "N", "C", "C", "C", "O", "S", "H", "H", "H"],
  "positions_angstrom": [[3.1173, 1.7277, 0.1958], [2.2547, 0.8609, 0.0492], [0.9638, 1.0086, 0.0790], [0.0366, -0.0751, -0.0913], [0.3870, -1.3513, 0.1081], [1.6585, -1.6853, 0.4897], [2.8465, -0.8290, -0.2864], [0.5982, 2.0124, 0.2335], [-0.9812, 0.1773, -0.3323], [-0.2860, -2.1932, 0.0530]],
  "orbital_gap_ha": [0.302, 0.302],
  "total_charge": 0,
  "smiles": "[O-][N+]1=CC=COS1"
}

***

The computed energies, referenced to the most stable structure and given in hartree, are i) 0.0000; ii) 0.0350.